[1]
Entry from the OMol25 dataset: a 4-piece molecular cluster, C4H8ClN5O3 overall (ωB97M-V/def2-TZVPD).

Positions of all 21 atoms, in Å:
C (-2.828, 0.994, 1.357)
C (-0.589, 0.253, -1.674)
C (-0.570, 1.598, -2.093)
C (0.098, 0.206, -0.507)
N (-0.043, 2.300, -1.059)
N (0.476, 1.446, -0.139)
N (-2.020, -4.355, 8.196)
N (1.393, -0.809, 1.271)
N (0.533, -0.947, 0.135)
O (-3.324, 0.456, 2.220)
O (-2.301, 1.587, 0.514)
O (-1.921, -4.889, 7.261)
Cl (-0.088, -6.165, 6.755)
H (-0.850, -0.654, -2.205)
H (-0.865, 1.923, -3.060)
H (0.239, 3.333, -1.073)
H (0.974, 1.586, 0.711)
H (1.908, -1.617, 1.439)
H (2.041, -0.067, 1.127)
H (0.376, -5.686, 5.679)
H (-0.032, -1.714, 0.173)

Results
LUMO ... -10.3 eV
Net charge ... +2
DFT total energy ... -30372.0588 eV
HOMO ... -14.2 eV

How is the electron density shared among the atoms? According to natural (NBO), the charges in e are: 1.0310, -0.3417, 0.0932, 0.3823, -0.3125, -0.3460, 0.6898, -0.6573, -0.4117, -0.4754, -0.5555, 0.1413, -0.1315, 0.2683, 0.2729, 0.4667, 0.4469, 0.3833, 0.3517, 0.3004, 0.4037



[2]
Entry from the OMol25 dataset: a 13-piece molecular cluster, C68H155N5O32P8 overall (ωB97M-V/def2-TZVPD).

Positions of all 268 atoms, in Å:
C (-5.763, 4.179, 5.358)
C (-5.081, 4.757, 4.149)
O (-5.904, 5.677, 3.407)
P (-6.964, 5.098, 2.418)
O (-7.740, 6.135, 1.744)
O (-7.836, 4.058, 3.216)
C (-9.013, 4.494, 3.843)
C (-10.199, 3.539, 3.655)
O (-6.149, 4.171, 1.424)
C (-5.121, 4.777, 0.630)
C (-5.405, 4.592, -0.844)
H (-6.494, 3.391, 5.045)
H (-5.092, 3.628, 6.000)
H (-6.203, 4.995, 5.830)
H (-4.216, 5.355, 4.386)
H (-4.793, 3.916, 3.466)
H (-8.741, 4.639, 4.918)
H (-9.199, 5.492, 3.452)
H (-11.056, 4.114, 4.019)
H (-10.160, 3.292, 2.579)
H (-10.195, 2.620, 4.203)
H (-4.929, 5.809, 0.855)
H (-4.247, 4.220, 0.955)
H (-5.457, 3.511, -1.098)
H (-6.258, 5.100, -1.241)
H (-4.509, 4.925, -1.413)
C (7.185, -3.311, -6.621)
C (5.874, -3.903, -6.114)
O (5.499, -4.959, -6.993)
P (4.251, -5.890, -6.617)
O (4.384, -6.967, -5.675)
O (3.157, -4.801, -6.254)
C (2.108, -5.065, -5.323)
C (2.300, -4.233, -4.077)
O (3.889, -6.467, -8.041)
C (3.578, -5.570, -9.128)
C (2.114, -5.240, -9.125)
H (7.043, -2.845, -7.644)
H (7.470, -2.480, -6.009)
H (7.958, -4.084, -6.652)
H (6.001, -4.176, -5.073)
H (5.105, -3.133, -6.169)
H (1.170, -4.792, -5.867)
H (2.068, -6.162, -5.072)
H (3.205, -4.718, -3.594)
H (2.450, -3.237, -4.386)
H (1.441, -4.248, -3.398)
H (4.157, -4.609, -9.015)
H (3.933, -6.027, -10.058)
H (1.879, -4.799, -8.151)
H (1.787, -4.637, -9.940)
H (1.545, -6.149, -9.183)
C (0.245, -0.300, 6.388)
C (1.344, -0.523, 7.431)
O (0.893, -0.679, 8.783)
P (0.985, 0.514, 9.822)
O (2.090, 1.449, 9.681)
O (-0.448, 1.145, 9.913)
C (-1.645, 0.327, 9.957)
C (-2.781, 1.364, 9.821)
O (0.888, -0.384, 11.121)
C (1.862, -1.355, 11.382)
C (3.013, -0.816, 12.205)
H (-0.111, 0.697, 6.420)
H (0.737, -0.408, 5.429)
H (-0.619, -0.973, 6.408)
H (1.755, -1.512, 7.229)
H (2.146, 0.236, 7.459)
H (-1.685, -0.457, 9.164)
H (-1.817, -0.172, 10.918)
H (-2.656, 1.828, 8.829)
H (-3.746, 0.793, 9.806)
H (-2.755, 2.197, 10.608)
H (1.313, -2.179, 11.887)
H (2.283, -1.711, 10.478)
H (2.653, -0.446, 13.177)
H (3.823, -1.470, 12.322)
H (3.338, 0.100, 11.728)
C (-3.650, -2.696, 3.761)
C (-2.515, -2.347, 2.848)
O (-2.450, -3.338, 1.757)
P (-1.865, -4.803, 1.911)
O (-1.465, -5.213, 3.276)
O (-3.096, -5.698, 1.435)
C (-3.501, -5.841, 0.027)
C (-4.816, -6.680, 0.023)
O (-0.762, -4.803, 0.825)
C (0.652, -5.195, 1.006)
C (1.331, -4.507, -0.171)
H (-3.258, -3.562, 4.350)
H (-3.810, -1.898, 4.470)
H (-4.493, -3.031, 3.148)
H (-2.620, -1.407, 2.293)
H (-1.569, -2.423, 3.386)
H (-3.597, -4.840, -0.449)
H (-2.698, -6.428, -0.439)
H (-5.570, -6.189, 0.657)
H (-5.222, -6.826, -0.986)
H (-4.588, -7.564, 0.630)
H (0.950, -4.790, 1.962)
H (0.687, -6.279, 1.161)
H (1.039, -5.068, -1.063)
H (0.886, -3.542, -0.221)
H (2.420, -4.523, -0.060)
C (1.632, 4.463, 2.948)
C (0.740, 3.410, 2.348)
O (-0.598, 3.556, 2.945)
P (-1.612, 2.353, 3.256)
O (-0.930, 1.068, 3.379)
O (-2.631, 2.436, 2.082)
C (-3.489, 1.242, 1.740)
C (-4.529, 0.776, 2.760)
O (-2.444, 2.908, 4.471)
C (-1.875, 2.815, 5.773)
C (-1.906, 4.188, 6.325)
H (1.113, 5.425, 3.069)
H (1.913, 4.045, 3.895)
H (2.510, 4.631, 2.317)
H (0.568, 3.440, 1.260)
H (1.081, 2.425, 2.602)
H (-3.905, 1.465, 0.779)
H (-2.745, 0.475, 1.620)
H (-3.966, 0.614, 3.705)
H (-5.175, 1.636, 2.804)
H (-5.057, -0.086, 2.417)
H (-2.297, 1.947, 6.357)
H (-0.816, 2.547, 5.718)
H (-2.976, 4.453, 6.449)
H (-1.349, 4.306, 7.275)
H (-1.607, 4.849, 5.526)
C (-3.048, 1.323, -9.028)
C (-2.615, 0.415, -7.881)
O (-2.512, 1.341, -6.738)
P (-2.736, 0.861, -5.226)
O (-2.308, 1.885, -4.262)
O (-4.249, 0.458, -5.163)
C (-4.964, 0.438, -3.866)
C (-5.831, 1.608, -3.753)
O (-2.020, -0.552, -5.208)
C (-0.654, -0.619, -4.895)
C (0.027, -1.699, -5.740)
H (-4.020, 1.722, -8.872)
H (-2.349, 2.187, -9.017)
H (-3.027, 0.756, -9.941)
H (-3.303, -0.421, -7.735)
H (-1.609, 0.015, -8.063)
H (-5.347, -0.584, -3.932)
H (-4.175, 0.375, -3.085)
H (-5.154, 2.487, -3.838)
H (-6.527, 1.643, -4.548)
H (-6.355, 1.620, -2.808)
H (-0.167, 0.315, -5.123)
H (-0.434, -0.834, -3.842)
H (-0.382, -1.628, -6.761)
H (1.140, -1.550, -5.700)
H (-0.256, -2.687, -5.358)
C (-0.190, 5.529, -4.985)
C (0.301, 4.171, -4.536)
O (1.729, 4.042, -4.680)
P (2.251, 2.690, -5.324)
O (1.825, 1.461, -4.675)
O (1.840, 2.855, -6.785)
C (1.258, 1.760, -7.541)
C (2.171, 1.432, -8.671)
O (3.829, 2.886, -5.394)
C (4.720, 2.102, -4.672)
C (5.186, 2.727, -3.352)
H (0.403, 6.403, -4.644)
H (-0.193, 5.590, -6.086)
H (-1.254, 5.609, -4.694)
H (-0.029, 3.951, -3.467)
H (-0.223, 3.501, -5.172)
H (1.140, 0.908, -6.892)
H (0.257, 2.107, -7.870)
H (2.829, 0.643, -8.291)
H (1.664, 1.102, -9.643)
H (2.859, 2.270, -8.828)
H (4.329, 1.079, -4.507)
H (5.579, 1.964, -5.326)
H (4.280, 3.063, -2.833)
H (5.591, 1.941, -2.711)
H (5.886, 3.531, -3.552)
C (-1.834, 2.714, -1.262)
C (-0.619, 1.815, -1.559)
O (-0.344, 0.943, -0.400)
P (1.062, 0.337, -0.017)
O (2.219, 1.233, 0.060)
O (0.665, -0.496, 1.259)
C (1.728, -0.861, 2.166)
C (1.140, -1.993, 2.992)
O (1.374, -0.891, -1.036)
C (1.931, -0.705, -2.302)
C (3.382, -0.969, -2.391)
H (-1.792, 3.171, -0.260)
H (-1.803, 3.543, -1.960)
H (-2.789, 2.223, -1.285)
H (-0.705, 1.160, -2.441)
H (0.234, 2.517, -1.654)
H (2.667, -1.078, 1.614)
H (1.906, 0.028, 2.790)
H (0.225, -1.714, 3.553)
H (1.007, -2.850, 2.332)
H (1.972, -2.290, 3.694)
H (1.319, -1.366, -2.907)
H (1.763, 0.284, -2.665)
H (3.809, -0.741, -3.373)
H (3.931, -0.276, -1.741)
H (3.606, -2.057, -2.106)
C (-0.796, -3.644, 8.144)
C (-1.352, -4.275, 6.889)
C (-0.396, -5.377, 6.390)
C (0.800, -4.825, 5.818)
N (1.702, -4.385, 5.264)
H (-1.217, -2.678, 8.317)
H (0.300, -3.478, 7.997)
H (-0.955, -4.299, 9.045)
H (-1.447, -3.510, 6.110)
H (-2.353, -4.662, 7.065)
H (-0.920, -6.052, 5.665)
H (-0.078, -5.985, 7.216)
C (-2.727, -3.606, -3.309)
C (-1.603, -3.349, -2.321)
C (-1.690, -2.030, -1.522)
C (-2.929, -1.557, -0.907)
N (-3.942, -1.194, -0.518)
H (-2.650, -2.915, -4.149)
H (-3.728, -3.435, -2.888)
H (-2.604, -4.597, -3.681)
H (-0.620, -3.333, -2.875)
H (-1.632, -4.131, -1.566)
H (-1.448, -1.126, -2.149)
H (-0.910, -2.054, -0.790)
C (0.904, 5.682, -0.777)
C (1.978, 4.611, -0.923)
C (3.395, 5.090, -1.048)
C (3.944, 5.851, 0.110)
N (4.462, 6.363, 0.968)
H (1.143, 6.403, -0.021)
H (-0.071, 5.271, -0.495)
H (0.883, 6.212, -1.766)
H (1.775, 4.037, -1.851)
H (2.012, 3.860, -0.108)
H (3.568, 5.710, -1.948)
H (3.947, 4.163, -1.215)
C (6.235, 3.339, 0.792)
C (4.873, 2.625, 0.924)
C (5.057, 1.255, 1.527)
C (5.805, 0.269, 0.671)
N (6.339, -0.523, 0.028)
H (6.158, 4.406, 0.537)
H (6.866, 2.919, 0.003)
H (6.741, 3.317, 1.749)
H (4.449, 2.577, -0.083)
H (4.213, 3.225, 1.537)
H (4.101, 0.749, 1.717)
H (5.658, 1.292, 2.485)
C (6.245, -3.478, -1.874)
C (7.692, -3.240, -2.307)
C (7.899, -1.763, -2.764)
C (6.857, -1.307, -3.730)
N (6.121, -0.836, -4.476)
H (5.594, -3.254, -2.715)
H (6.071, -2.680, -1.146)
H (6.127, -4.482, -1.531)
H (7.871, -3.988, -3.119)
H (8.359, -3.498, -1.477)
H (8.897, -1.633, -3.075)
H (7.812, -1.064, -1.932)

Results
LUMO ... 0.2 eV
Net charge ... 0
DFT total energy ... -220332.1787 eV
HOMO ... -10.3 eV

Mulliken population analysis, charges in e, atoms 1 to 99: -1.3851, 0.6943, -0.4430, 0.6583, -0.7983, -0.2102, -0.3537, -1.2071, 0.0054, 0.4348, -1.2318, 0.2507, 0.3934, 0.4040, 0.3744, -0.2662, 0.2706, 0.4267, 0.3572, 0.2965, 0.3140, 0.5268, -0.2219, 0.1085, 0.4507, 0.3082, -1.3246, 0.2754, -0.3170, 0.3565, -0.7936, 0.3706, -0.8284, 0.4347, -0.4255, -0.0541, -0.7832, 0.3279, 0.3358, 0.3514, 0.1846, 0.1518, 0.2201, 0.5041, 0.3586, -0.1464, -0.4346, 0.1239, 0.3694, -0.0843, 0.4255, 0.2900, 0.4656, -1.0577, 0.1744, 0.7318, -0.8085, -0.2330, 0.3624, -0.8658, -0.3266, -0.0894, -1.2756, -0.3072, -0.0435, 0.2200, 0.3085, 0.4261, -0.1197, 0.2306, -0.0768, 0.3894, 0.3056, 0.3339, 0.1851, 0.2919, 0.4125, 0.2905, -1.7594, 3.1160, 0.0825, -0.1476, -0.6617, -0.4325, 0.4009, -1.3882, 0.4647, -0.5161, 0.0008, 0.3271, 0.4372, 0.3450, -1.2993, -0.7620, -0.0109, 0.1965, 0.3339, 0.3733, 0.3289



[3]
Entry from the OMol25 dataset: a 2-piece molecular cluster, C4H8O overall (ωB97M-V/def2-TZVPD).

Positions of all 13 atoms, in Å:
O (2.304, -0.679, 0.207)
C (1.539, 0.254, 0.264)
C (0.063, 0.134, 0.433)
C (-1.262, 0.794, 0.160)
C (-1.121, -0.720, 0.119)
H (1.854, 1.281, 0.546)
H (0.279, 0.134, 1.516)
H (-1.725, 1.270, 1.021)
H (-1.527, 1.272, -0.783)
H (-1.461, -1.311, 0.962)
H (-1.299, -1.194, -0.846)
H (1.459, -0.764, -1.608)
H (0.898, -0.470, -1.991)

Results
LUMO ... 0.9 eV
Net charge ... 0
Energy relative to the best compared isomer or geometry (same formula, charge and spin) ... 77.4 kcal per mole
SMILES ... O=CC1CC1.[H][H]
DFT total energy ... -6321.8123 eV
HOMO ... -9.8 eV

How is the electron density shared among the atoms? According to natural (NBO), the charges in e are: -0.5401, 0.4481, -0.3482, -0.4007, -0.3985, 0.1235, 0.2432, 0.2157, 0.2233, 0.2174, 0.2282, 0.0379, -0.0498



[4]
Entry from the OMol25 dataset: one molecule with the formula C4H5NS2 (ωB97M-V/def2-TZVPD).

Positions of all 12 atoms, in Å:
S (-2.495, -0.769, -1.317)
C (-1.132, -0.933, -0.483)
C (0.263, -0.786, -0.963)
N (1.169, -1.514, -0.138)
C (1.208, -0.050, -0.105)
C (0.791, 0.648, 1.102)
S (1.353, 2.075, 1.609)
H (-1.186, -1.343, 0.531)
H (0.383, -0.751, -2.059)
H (1.973, -1.927, -0.575)
H (2.044, 0.453, -0.663)
H (0.095, -0.004, 1.748)

Results
LUMO ... -0.6 eV
Net charge ... 0
Energy relative to the best compared isomer or geometry (same formula, charge and spin) ... 63.0 kcal per mole
SMILES ... S=C[C@@H]1N[C@@H]1C=S
DFT total energy ... -27386.9827 eV
HOMO ... -9.0 eV

How is the electron density shared among the atoms? According to natural (NBO), the charges in e are: 0.0918, -0.2750, -0.1472, -0.5683, -0.1623, -0.2747, 0.0932, 0.2014, 0.2288, 0.3802, 0.2240, 0.2082



F_max / eV/A: 4.33; 4.10; 1.01; 2.54